A gas-phase ion, C2H4NO2 (charge -1) in a non-equilibrium geometry, computed with wB97M-V/def2-TZVPD.

```
9
Properties=species:S:1:pos:R:3:nbo_charge:R:1
C -1.565 0.898 0.347 -0.42
N -0.146 0.877 -0.022 -0.70
C 0.524 -0.359 -0.109 0.85
O 1.387 -0.459 -0.997 -0.80
O 0.149 -1.173 0.768 -0.81
H -2.023 1.881 0.214 0.16
H -2.204 0.204 -0.220 0.15
H -1.574 0.478 1.361 0.21
H -0.046 1.597 -0.716 0.35
```

As for the energy: -283.9010 a.u. As for the frontier orbital gap: 8.06 eV. The net charge is -1. As for the structure (SMILES): CNC(=O)[O-].

=====

A molecular structure, C2H4NO2 in a non-equilibrium geometry, computed with wB97M-V/def2-TZVPD.

```
9
Properties=species:S:1:pos:R:3:nbo_charge:R:1
C -0.200 -0.987 -0.495 0.29
C 0.356 0.326 -0.686 -0.48
N -0.394 1.048 0.898 -0.19
O 0.548 1.193 1.752 -0.65
O 0.588 -1.935 -0.192 -0.69
H -1.280 -1.018 -0.584 0.09
H 1.377 0.372 -0.410 0.21
H -0.113 0.878 -1.564 0.18
H -0.882 0.122 1.279 0.24
```

As for the energy: -283.7262 a.u. As for the frontier orbital gap (alpha / beta): 6.64 / 6.63 eV. The net charge is -1.

=====

A gas-phase ion, C2H4NO2 (charge +1) in a non-equilibrium geometry, computed with wB97M-V/def2-TZVPD.

```
9
Properties=species:S:1:pos:R:3:nbo_charge:R:1
C -2.317 0.739 0.437 0.82
C -0.882 0.726 -0.067 0.04
N 0.231 -0.376 0.060 -0.73
O -2.974 0.946 1.350 -0.39
O -2.102 0.406 -0.821 -0.38
H -0.338 1.618 -0.393 0.23
H 0.060 -1.428 0.046 0.47
H 0.653 -0.075 0.957 0.47
H 0.834 -0.427 -0.753 0.45
```

As for the energy: -283.4807 a.u. As for the frontier orbital gap: 11.23 eV. The net charge is +1. As for the structure (SMILES): [NH3+][C@H]1OC1=O.

=====

> Number 3 is which compound?

C2H4NO2

=====

> Look up the energy of the third one.

-283.4807 a.u.